{"formula": "C7H10", "method": "the ωB97M-V functional and the def2-TZVPD basis", "symbols": ["C", "C", "C", "C", "C", "C", "C", "H", "H", "H", "H", "H", "H", "H", "H", "H", "H"], "coordinates": [[-2.26, -0.85, 0.52], [-1.33, -0.14, -0.41], [-1.05, 1.00, -0.93], [-0.07, 1.19, 0.04], [1.39, 0.78, -0.23], [1.50, -0.69, -0.70], [1.83, -0.30, 0.78], [-2.25, -0.45, 1.52], [-3.22, -0.62, 0.07], [-2.17, -1.93, 0.53], [-1.29, 1.78, -1.67], [-0.14, 1.94, 0.84], [2.11, 1.43, -0.72], [2.18, -0.87, -1.52], [0.66, -1.36, -0.67], [1.23, -0.35, 1.67], [2.89, -0.55, 0.87]], "mulliken_charge": [-1.196, 0.096, -0.183, -0.578, -0.150, -0.535, -0.616, 0.313, 0.339, 0.311, 0.380, 0.402, 0.414, 0.298, 0.176, 0.258, 0.270], "total_energy_ha": -272.50208, "total_charge": 0, "smiles": "CC1=C[C@@H]1C1CC1", "homo_ev": -7.8751}

---

{"formula": "C10H11N", "method": "the ωB97M-V functional and the def2-TZVPD basis", "symbols": ["C", "C", "C", "C", "C", "N", "C", "C", "C", "C", "C", "H", "H", "H", "H", "H", "H", "H", "H", "H", "H", "H"], "coordinates": [[-0.95, -1.25, 1.37], [-1.18, -0.28, 0.22], [-2.46, -0.18, -0.29], [-2.65, 0.55, -1.48], [-1.44, 0.90, -2.06], [-0.24, 0.86, -1.57], [-0.11, 0.32, -0.31], [1.53, 0.19, 0.18], [2.15, 1.39, 0.95], [2.09, -1.15, 0.47], [2.50, -0.69, -0.67], [-0.83, -2.22, 1.01], [0.00, -1.21, 1.91], [-1.77, -1.13, 2.14], [-3.33, -0.55, 0.14], [-3.65, 0.76, -1.93], [-1.39, 1.29, -3.02], [1.99, 2.34, 0.39], [3.18, 1.21, 1.12], [1.58, 1.60, 1.82], [2.09, -1.90, 1.18], [2.91, -0.86, -1.57]], "mulliken_charge": [-1.582, 1.284, -0.502, -0.557, -0.235, -0.554, 0.080, 0.505, -1.506, -0.491, -0.812, 0.327, 0.331, 0.384, 0.468, 0.340, 0.456, 0.336, 0.444, 0.341, 0.487, 0.456], "total_energy_ha": -442.25310, "total_charge": 0, "smiles": "Cc1cccnc1C1(C)C=C1", "homo_ev": -9.1973}

---

{"formula": "C3H5N2OP", "method": "the ωB97M-V functional and the def2-TZVPD basis", "symbols": ["C", "C", "C", "N", "N", "O", "P", "H", "H", "H", "H", "H"], "coordinates": [[-0.30, -0.93, -0.87], [-1.07, -1.39, 0.22], [1.00, -0.51, -0.75], [1.78, -0.85, 0.90], [0.40, 1.12, 1.64], [-0.92, -1.16, 1.40], [0.86, -0.38, 2.02], [-0.54, -1.17, -1.90], [-1.87, -1.97, -0.10], [1.64, -0.31, -1.65], [0.35, 1.60, 0.80], [0.09, 1.87, 2.35]], "mulliken_charge": [-0.202, 0.214, -0.382, -0.396, -0.363, -0.416, 0.090, 0.309, 0.401, 0.302, 0.213, 0.230], "total_energy_ha": -643.29088, "total_charge": 0, "homo_ev": -8.6491}

---

{"formula": "C3H4O2S2", "method": "the ωB97M-V functional and the def2-TZVPD basis", "symbols": ["C", "C", "C", "H", "H", "H", "H", "O", "O", "S", "S"], "coordinates": [[-1.66, 0.14, 0.37], [0.65, 0.83, -0.41], [0.64, -0.69, -0.51], [-1.72, -1.28, -0.19], [-1.10, 0.04, 1.71], [-2.88, 1.04, 0.03], [2.93, -0.20, 0.43], [-0.68, 1.21, -0.32], [-0.39, -1.48, -0.86], [2.02, 1.78, -0.29], [2.20, -1.40, 0.03]], "mulliken_charge": [-0.628, 0.261, 0.631, 0.396, 0.233, 0.232, 0.185, -0.298, -0.565, -0.259, -0.188], "total_energy_ha": -1063.26239, "total_charge": 0, "homo_ev": -9.2929}

---

{"formula": "C29H36F3FeNPS4", "method": "the ωB97M-V functional and the def2-TZVPD basis", "symbols": ["Fe", "S", "C", "C", "C", "C", "C", "C", "S", "C", "C", "C", "C", "C", "C", "C", "S", "C", "C", "C", "C", "C", "C", "S", "N", "H", "H", "H", "H", "H", "H", "H", "H", "H", "H", "H", "H", "H", "H", "H", "C", "C", "C", "P", "C", "C", "C", "C", "C", "C", "H", "H", "H", "H", "H", "H", "H", "H", "H", "H", "H", "H", "H", "H", "H", "H", "H", "H", "H", "H", "H", "F", "C", "F", "F"], "coordinates": [[-0.60, -0.02, -1.57], [1.06, -0.57, -3.30], [1.96, -2.06, -3.10], [2.69, -2.57, -4.19], [3.44, -3.72, -4.10], [3.50, -4.44, -2.91], [2.78, -3.97, -1.81], [2.01, -2.81, -1.91], [1.15, -2.15, -0.53], [0.60, -3.63, 0.38], [-0.32, -3.10, 1.45], [-0.02, -3.10, 2.80], [-0.90, -2.47, 3.67], [-2.03, -1.84, 3.16], [-2.26, -1.90, 1.79], [-3.42, -1.24, 1.10], [-2.91, 0.36, 0.36], [-3.98, 0.37, -1.06], [-5.05, 1.26, -1.07], [-5.91, 1.32, -2.15], [-5.70, 0.45, -3.22], [-4.63, -0.43, -3.22], [-3.72, -0.49, -2.15], [-2.37, -1.60, -2.20], [-1.42, -2.53, 0.97], [2.64, -2.01, -5.12], [3.99, -4.08, -4.97], [4.09, -5.34, -2.83], [2.83, -4.52, -0.88], [1.46, -4.16, 0.81], [0.07, -4.27, -0.32], [0.89, -3.56, 3.17], [-0.70, -2.45, 4.73], [-2.73, -1.32, 3.81], [-4.24, -1.04, 1.79], [-3.73, -1.86, 0.27], [-5.19, 1.92, -0.22], [-6.73, 2.03, -2.16], [-6.36, 0.48, -4.08], [-4.44, -1.07, -4.07], [2.48, -0.67, 2.34], [1.88, 0.73, 2.48], [2.99, 1.69, 2.93], [0.86, 1.23, 0.97], [1.94, 2.29, -0.12], [3.10, 1.43, -0.65], [2.45, 3.67, 0.31], [-0.37, 2.37, 1.80], [-1.16, 3.17, 0.77], [0.10, 3.30, 2.93], [2.99, -0.95, 3.26], [3.19, -0.72, 1.51], [1.70, -1.41, 2.14], [1.12, 0.68, 3.26], [3.81, 1.70, 2.21], [3.40, 1.33, 3.88], [2.64, 2.71, 3.08], [1.26, 2.45, -0.96], [3.86, 1.27, 0.12], [3.57, 1.92, -1.50], [2.75, 0.45, -1.00], [3.20, 3.61, 1.09], [1.64, 4.32, 0.64], [2.91, 4.14, -0.56], [-1.06, 1.65, 2.25], [-0.56, 3.98, 0.34], [-2.05, 3.62, 1.23], [-1.49, 2.55, -0.05], [0.86, 4.01, 2.59], [0.50, 2.75, 3.79], [-0.76, 3.88, 3.28], [0.18, 2.36, -3.50], [-0.71, 2.02, -2.53], [-1.29, 3.22, -2.20], [-1.77, 1.40, -3.27]], "mulliken_charge": [1.901, -0.571, 0.332, -0.791, -0.550, -0.777, -0.526, 0.206, 0.493, -0.848, 0.109, -0.510, -0.417, -0.791, 0.228, -1.019, 0.109, 0.060, -0.675, -0.640, -0.468, -0.792, 0.475, -0.535, -0.019, 0.455, 0.328, 0.374, 0.243, 0.367, 0.538, 0.368, 0.415, 0.418, 0.525, 0.500, 0.364, 0.356, 0.347, 0.415, -1.144, 0.387, -1.890, 1.232, 1.152, -1.394, -1.556, 0.655, -1.276, -1.741, 0.548, 0.241, -0.141, 0.575, 0.282, 0.483, 0.318, -0.208, 0.210, 0.460, 0.146, 0.220, 0.293, 0.466, 0.079, 0.187, 0.485, -0.132, 0.214, 0.364, 0.492, -0.251, -0.240, -0.307, -0.204], "total_energy_ha": -4678.92201, "total_charge": -1, "multiplicity": 5, "homo_ev": [-4.0466, -4.1323]}

---

{"formula": "C3H8NS", "method": "the ωB97M-V functional and the def2-TZVPD basis", "symbols": ["N", "C", "C", "C", "S", "H", "H", "H", "H", "H", "H", "H", "H"], "coordinates": [[-1.12, -1.74, 0.46], [-0.24, -0.84, -0.37], [-0.36, 0.64, 0.17], [0.87, 1.46, 0.06], [1.36, 1.50, -1.69], [-0.85, -2.64, 0.11], [-0.82, -1.65, 1.35], [0.78, -1.01, -0.27], [-0.41, -1.03, -1.53], [-1.08, 1.28, -0.51], [-0.74, 0.55, 1.21], [1.67, 0.97, 0.63], [0.93, 2.51, 0.40]], "mulliken_charge": [-0.706, -0.276, -0.447, -0.835, -0.704, 0.232, 0.221, 0.276, 0.320, 0.131, 0.283, 0.242, 0.262], "total_energy_ha": -572.03179, "total_charge": -1, "smiles": "NCCC[S-]", "homo_ev": -2.1941}